(1)
{"formula": "C6H11NO", "method": "the ωB97M-V functional and the def2-TZVPD basis", "elements": ["C", "C", "C", "C", "C", "N", "C", "H", "H", "H", "H", "H", "H", "H", "H", "H", "O", "H", "H"], "xyz": [[2.88, 0.28, 0.28], [1.66, 0.99, -0.35], [0.33, 0.43, 0.01], [-0.06, 0.17, 1.36], [-1.42, 0.03, 1.38], [-1.88, 0.23, 0.10], [-0.82, 0.41, -0.73], [2.61, -0.78, 0.44], [3.75, 0.26, -0.36], [3.12, 0.60, 1.29], [1.68, 2.03, -0.06], [1.88, 0.95, -1.42], [0.58, 0.09, 2.23], [-2.10, 0.09, 2.21], [-2.81, -0.05, -0.15], [-0.82, 0.59, -1.80], [-2.99, -2.17, -1.81], [-3.52, -1.88, -1.07], [-2.07, -2.27, -1.58]], "e_above_lowest_kj_mol": 100.4, "smiles": "CCc1cc[nH]c1.O", "lumo_energy_ev": 0.700, "orbital_gap_ev": 9.034}

(2)
{"formula": "C4H5NO2", "method": "the ωB97M-V functional and the def2-TZVPD basis", "elements": ["O", "C", "C", "C", "N", "C", "O", "H", "H", "H", "H", "H"], "xyz": [[1.48, -0.08, 1.58], [1.01, -0.92, 0.85], [-0.27, -0.73, 0.06], [-0.97, 0.56, 0.44], [-0.36, 1.56, -0.45], [0.24, 0.89, -1.34], [0.22, -0.47, -1.28], [1.52, -1.88, 0.67], [-0.88, -1.63, 0.05], [-2.05, 0.53, 0.24], [-0.80, 0.79, 1.50], [0.78, 1.29, -2.19]], "e_above_lowest_kj_mol": 134.1, "smiles": "O=C[C@H]1CN=CO1", "lumo_energy_ev": 0.669, "orbital_gap_ev": 10.417}